1.
Density functional theory data (ωB97M-V with the def2-TZVPD basis set) for a cluster of 2 separate species, C5H8S in total at a distorted geometry.

- E_LUMO: 0.80 eV
- Charge: 0
- Structure (SMILES): C=C(C)S.C#C
- Orbital gap: 9.26 eV
- Electronic energy: -593.361433 a.u.
- Energy above the lowest of the compared OMol25 structures with the same formula, charge and spin: 79.57 kcal per mole

Atoms and positions in Å:
1 C 1.12484 -0.47598 -1.09676
2 C 0.04042 -1.07506 -0.57491
3 C 0.09197 -2.32594 0.16271
4 S -1.52594 -0.27459 -0.75375
5 H 2.09684 -0.95649 -0.92787
6 H 0.91958 0.43898 -1.60814
7 H -0.26350 -3.07450 -0.52279
8 H 1.17194 -2.74231 0.53630
9 H -0.51486 -2.43005 1.15782
10 H -2.14850 -1.23429 -0.08396
11 C -0.25244 2.71684 -1.14999
12 C 0.89860 2.44680 -0.93437
13 H -1.30111 2.69135 -1.35348
14 H 1.85546 2.35503 -0.52061



2.
Density functional theory data (ωB97M-V with the def2-TZVPD basis set) for an isolated molecule of C5H8S3 at a distorted geometry.

- E_LUMO: 0.57 eV
- Charge: 0
- Structure (SMILES): C1=C\SCSCCS/1
- Orbital gap: 9.04 eV
- Electronic energy: -1389.752620 a.u.
- Energy above the lowest of the compared OMol25 structures with the same formula, charge and spin: 70.86 kcal per mole

Atoms and positions in Å:
1 C 0.95361 -0.97641 -1.53462
2 C 1.05155 -1.71912 -0.52303
3 S 0.58660 -1.54021 1.15389
4 C 0.29398 0.22843 1.84469
5 S -1.42615 0.91006 1.41867
6 C -1.61330 0.55669 -0.35236
7 C -0.76741 1.42409 -1.28243
8 S 1.01398 0.73858 -1.70274
9 H 1.15695 -1.59691 -2.52866
10 H 0.98384 -2.84702 -0.64560
11 H 0.98939 0.78451 1.54583
12 H 0.34807 0.24933 2.92456
13 H -2.71012 0.95805 -0.53188
14 H -1.41539 -0.49840 -0.52378
15 H -1.25319 1.61051 -2.34804
16 H -0.40117 2.52313 -0.72294



3.
Density functional theory data (ωB97M-V with the def2-TZVPD basis set) for a cluster of 2 separate species, C5H9BO in total at a distorted geometry.

- E_LUMO (spin up / spin down): 0.31 / -1.03 eV
- Charge: 0
- Orbital gap (spin up / spin down): 10.19 / 6.06 eV
- Electronic energy: -295.780085 a.u.
- Energy above the lowest of the compared OMol25 structures with the same formula, charge and spin: 140.84 kcal per mole

Atoms and positions in Å:
1 B 0.10253 -0.79656 -0.03970
2 C 0.46707 0.60583 0.32043
3 C 1.83197 0.72579 0.25628
4 C 1.33189 -1.62087 -0.35170
5 C 2.45918 -0.54477 -0.23966
6 C -3.55755 0.81198 0.19827
7 O -3.12790 -0.44884 0.26090
8 H -0.13472 1.50513 0.54106
9 H 2.35875 1.66254 0.46217
10 H 1.79611 -2.55128 0.17555
11 H 1.27158 -1.85747 -1.45022
12 H 2.95612 -0.15173 -1.13926
13 H 3.38111 -0.92198 0.32664
14 H -3.85883 1.24829 1.21175
15 H -4.54953 0.87356 -0.37339
16 H -2.72779 1.46039 -0.15911



4.
Density functional theory data (ωB97M-V with the def2-TZVPD basis set) for an isolated molecule of C5H9Br at a distorted geometry.

- E_LUMO: 0.65 eV
- Charge: 0
- Structure (SMILES): C[C@H]1C[C@]1(C)Br
- Orbital gap: 10.34 eV
- Electronic energy: -2769.846040 a.u.
- Energy above the lowest of the compared OMol25 structures with the same formula, charge and spin: 21.81 kcal per mole

Atoms and positions in Å:
1 C -0.62028 1.60371 0.50544
2 C -0.94264 0.18405 0.01976
3 C -0.53440 -0.30114 -1.32180
4 C 0.08828 -0.85349 -0.08193
5 C 1.44868 -0.69560 0.43167
6 Br -0.67775 -2.77682 0.52175
7 H 0.04041 2.01073 -0.39732
8 H -0.02927 1.52348 1.47029
9 H -1.47758 2.32066 0.83409
10 H -1.87229 -0.22217 0.45173
11 H -1.24895 -0.96094 -1.91702
12 H 0.24145 0.11941 -1.99493
13 H 1.58622 -0.92584 1.48851
14 H 1.69521 0.38028 0.04403
15 H 2.30291 -1.40631 -0.05426



5.
Density functional theory data (ωB97M-V with the def2-TZVPD basis set) for the ion C5H9BrN with charge +1 at a distorted geometry.

- E_LUMO: -5.78 eV
- Charge: +1
- Structure (SMILES): C=[N+](C)C/C=C/Br
- Orbital gap: 7.40 eV
- Electronic energy: -2824.304804 a.u.
- Energy above the lowest of the compared OMol25 structures with the same formula, charge and spin: 47.66 kcal per mole

Atoms and positions in Å:
1 C 0.67899 -1.39074 -0.67055
2 N 0.57703 -0.35013 0.03047
3 C 1.63993 -0.12211 1.01576
4 C 0.05302 0.93090 -0.50773
5 C -1.46051 1.11912 -0.53558
6 C -2.06609 0.22104 0.18805
7 Br -3.98701 -0.07905 0.21908
8 H -0.04662 -1.81225 -1.34818
9 H 1.69040 -1.85242 -0.63109
10 H 2.42674 0.48612 0.61779
11 H 1.33093 0.26357 1.98345
12 H 2.00633 -1.17613 1.31955
13 H 0.46941 0.91138 -1.57963
14 H 0.47924 1.71005 0.07527
15 H -2.06952 1.98002 -0.91230
16 H -1.72228 -0.83938 0.73565



6.
Density functional theory data (ωB97M-V with the def2-TZVPD basis set) for an isolated molecule of C5H9Cl at a distorted geometry.

- E_LUMO: 1.05 eV
- Charge: 0
- Structure (SMILES): C/C=C(/Cl)CC
- Orbital gap: 10.06 eV
- Electronic energy: -656.079010 a.u.
- Energy above the lowest of the compared OMol25 structures with the same formula, charge and spin: 11.79 kcal per mole

Atoms and positions in Å:
1 C -0.70292 2.00090 0.64520
2 C 0.28296 1.00117 1.14372
3 C 0.35286 -0.29092 0.79341
4 Cl 1.60437 -1.26904 1.53951
5 C -0.42792 -1.09047 -0.26792
6 C 0.49705 -1.39412 -1.51211
7 H -1.54267 1.47721 0.06730
8 H -0.27100 2.72306 -0.01639
9 H -1.07317 2.52359 1.51119
10 H 1.05029 1.31581 1.88030
11 H -1.35069 -0.51876 -0.58799
12 H -0.63351 -2.04712 0.22434
13 H 1.29954 -2.05294 -1.25510
14 H -0.09703 -1.87986 -2.25155
15 H 1.01183 -0.49853 -1.91391



7.
Density functional theory data (ωB97M-V with the def2-TZVPD basis set) for an isolated molecule of C5H9Cl2F at a distorted geometry.

- E_LUMO: 0.68 eV
- Charge: 0
- Structure (SMILES): CC(C)(C)C(F)(Cl)Cl
- Orbital gap: 11.31 eV
- Electronic energy: -1216.125318 a.u.
- Energy above the lowest of the compared OMol25 structures with the same formula, charge and spin: 28.60 kcal per mole

Atoms and positions in Å:
1 C 1.08022 1.13014 -0.62489
2 C 0.04087 0.06961 -0.12097
3 C -0.17861 -1.15790 -1.01932
4 C -1.38860 0.71936 0.16942
5 C 0.53023 -0.45415 1.41164
6 F 0.66900 0.63039 2.17109
7 Cl -0.86651 -1.39374 2.08989
8 Cl 1.88892 -1.46482 1.12672
9 H 1.97489 1.01223 -0.10174
10 H 0.64069 2.04197 -0.52559
11 H 1.21310 0.89856 -1.67383
12 H 0.70466 -1.79863 -1.03021
13 H -0.45659 -1.03669 -2.09460
14 H -0.85137 -1.81568 -0.44517
15 H -2.06985 -0.13987 0.49554
16 H -1.19620 1.57547 0.93719
17 H -1.73485 1.18377 -0.76518



8.
Density functional theory data (ωB97M-V with the def2-TZVPD basis set) for a cluster of 2 separate species, C5H9Cl2N3 in total at a distorted geometry.

- E_LUMO: -8.72 eV
- Charge: +2
- Orbital gap: 9.34 eV
- Electronic energy: -1279.789953 a.u.
- Energy above the lowest of the compared OMol25 structures with the same formula, charge and spin: 42.07 kcal per mole

Atoms and positions in Å:
1 C -3.39042 -2.36790 0.40033
2 C 0.09907 0.83328 -0.30144
3 C -2.19458 -0.25737 0.06921
4 C 3.16386 0.67419 0.20252
5 C 2.23659 -0.12082 -0.53716
6 N -2.78754 -1.31298 0.22241
7 N 0.02000 2.11856 -0.20168
8 N -0.84636 -0.20826 -0.13408
9 Cl -3.13136 1.19689 0.06140
10 Cl 2.12888 -1.70710 0.08659
11 H -3.72346 -2.76276 1.28124
12 H -3.72343 -3.00244 -0.38291
13 H 2.83532 0.84600 1.21020
14 H 4.20996 0.28180 -0.01099
15 H 3.13946 1.68295 -0.25525
16 H 2.21024 -0.09673 -1.66533
17 H 0.82738 2.62301 -0.25739
18 H -0.74424 2.64008 0.31796
19 H -0.32936 -1.06039 -0.10563



9.
Density functional theory data (ωB97M-V with the def2-TZVPD basis set) for a cluster of 2 separate species, C5H9ClN in total at a distorted geometry.

- E_LUMO (spin up / spin down): -5.14 / -5.14 eV
- Charge: +1
- Orbital gap (spin up / spin down): 6.50 / 6.50 eV
- Electronic energy: -710.401863 a.u.
- Energy above the lowest of the compared OMol25 structures with the same formula, charge and spin: 114.03 kcal per mole

Atoms and positions in Å:
1 C 0.72522 -1.16650 -1.51756
2 C 1.80020 -0.29189 -1.47427
3 C 0.14838 -1.74061 -0.44048
4 C 0.45373 1.02576 1.68053
5 C -1.45112 1.23365 0.23358
6 N -0.67193 0.56948 1.18353
7 Cl 3.26299 -0.48146 -2.12640
8 H 0.14255 -1.09128 -2.35995
9 H -0.65062 -2.55274 -0.63480
10 H 0.74028 -1.86396 0.40031
11 H 0.83692 0.46630 2.59404
12 H 0.94754 1.84129 1.09603
13 H -2.40973 1.59331 0.49669
14 H -0.88872 2.04395 -0.15700
15 H -1.71882 0.56701 -0.64932
16 H -1.26687 -0.15231 1.67508



10.
Density functional theory data (ωB97M-V with the def2-TZVPD basis set) for an isolated molecule of C5H9ClN2 at a distorted geometry.

- E_LUMO: 0.89 eV
- Charge: 0
- Structure (SMILES): C=NN1CC(CCl)C1
- Orbital gap: 9.65 eV
- Electronic energy: -765.532155 a.u.
- Energy above the lowest of the compared OMol25 structures with the same formula, charge and spin: 61.45 kcal per mole

Atoms and positions in Å:
1 C 3.47262 -0.17980 -0.47672
2 N 2.44815 -0.80326 -0.03506
3 N 1.23144 -0.21896 -0.11854
4 C 0.95543 1.18034 0.21575
5 C -0.47853 0.69920 0.64496
6 C -1.45372 0.74664 -0.46723
7 Cl -2.80750 -0.46717 -0.20086
8 C 0.13474 -0.66272 0.72292
9 H 4.43382 -0.68848 -0.59471
10 H 3.30882 0.87401 -0.79497
11 H 1.53168 1.61032 1.09716
12 H 0.94038 1.90608 -0.62304
13 H -0.94119 1.07674 1.55815
14 H -1.95628 1.69026 -0.53931
15 H -1.20192 0.44197 -1.45794
16 H 0.51283 -1.01118 1.72030
17 H -0.44096 -1.50409 0.28620



11.
Density functional theory data (ωB97M-V with the def2-TZVPD basis set) for the ion C5H9ClN3 with charge +1 at a distorted geometry.

- E_LUMO: -4.50 eV
- Charge: +1
- Structure (SMILES): [H]/N=N\[C@@H](Cl)CC(C)=[N+]=C
- Orbital gap: 8.89 eV
- Electronic energy: -819.999209 a.u.
- Energy above the lowest of the compared OMol25 structures with the same formula, charge and spin: 92.20 kcal per mole

Atoms and positions in Å:
1 H 2.76484 -1.50381 -0.54613
2 N 2.21054 -1.70049 -1.43416
3 N 1.00603 -1.80247 -1.29971
4 C 0.30937 -1.80924 -0.07339
5 Cl 1.10329 -1.32091 1.48988
6 C -0.90386 -0.90094 -0.29117
7 C -0.66762 0.56373 0.09015
8 C -1.84308 1.38250 0.47406
9 N 0.42892 1.19682 0.04242
10 C 1.41288 1.87361 0.26565
11 H -0.06985 -2.85865 0.27523
12 H -1.76709 -1.11011 0.23669
13 H -1.01198 -0.96948 -1.41769
14 H -2.85721 1.03817 0.00874
15 H -1.75459 2.36588 0.00063
16 H -2.05351 1.34821 1.60502
17 H 1.74857 2.34744 -0.65667
18 H 1.94436 1.85973 1.23045



12.
Density functional theory data (ωB97M-V with the def2-TZVPD basis set) for a structure of composition C5H9ClO at a distorted geometry.

- E_LUMO: 0.50 eV
- Charge: 0
- Orbital gap: 11.15 eV
- Electronic energy: -731.250812 a.u.
- Energy above the lowest of the compared OMol25 structures with the same formula, charge and spin: 65.94 kcal per mole

Atoms and positions in Å:
1 C 2.56754 -1.88216 -0.83732
2 C 2.12439 -1.67436 0.66893
3 C 0.70340 -1.19770 0.78415
4 C 0.37718 0.05386 -0.20965
5 C -1.20570 0.38453 0.01939
6 H 3.81642 -1.91604 -0.99886
7 H 2.16294 -2.89729 -1.26383
8 H 2.24087 -1.04014 -1.34178
9 H 2.45666 -2.72363 1.09434
10 H 2.82522 -0.84181 1.00098
11 H 0.52252 -0.72972 2.02907
12 H -0.01928 -2.19477 0.76980
13 H 0.27854 -0.18419 -1.32685
14 H 0.82699 1.05629 0.04859
15 O -2.10867 -0.15960 0.58374
16 Cl -1.50837 2.27312 -0.42555



13.
Density functional theory data (ωB97M-V with the def2-TZVPD basis set) for a cluster of 2 separate species, C5H9F in total at a distorted geometry.

- E_LUMO (spin up / spin down): 0.96 / -0.23 eV
- Charge: 0
- Orbital gap (spin up / spin down): 10.01 / 7.13 eV
- Electronic energy: -295.565202 a.u.
- Energy above the lowest of the compared OMol25 structures with the same formula, charge and spin: 122.32 kcal per mole

Atoms and positions in Å:
1 C 2.11554 0.89325 -0.78791
2 C 1.54702 0.98782 0.38998
3 C -0.94492 -0.56057 -1.05946
4 C -1.45104 0.02551 1.50508
5 C -1.17746 0.33453 0.06696
6 F -1.45345 1.66218 -0.28600
7 H 3.13320 0.93647 -0.95436
8 H 1.70675 0.54204 -1.68006
9 H 2.13712 1.23375 1.23549
10 H -0.04376 -1.23756 -0.78378
11 H -1.72030 -1.32373 -1.45503
12 H -0.76408 -0.01884 -1.87205
13 H -0.51938 0.24778 2.06581
14 H -2.27182 0.75286 1.72819
15 H -1.89202 -0.95193 1.54646



14.
Density functional theory data (ωB97M-V with the def2-TZVPD basis set) for an isolated molecule of C5H9F at a distorted geometry.

- E_LUMO: 1.23 eV
- Charge: 0
- Structure (SMILES): C[C@H]1C[C@@H]1CF
- Orbital gap: 11.24 eV
- Electronic energy: -295.641044 a.u.
- Energy above the lowest of the compared OMol25 structures with the same formula, charge and spin: 74.72 kcal per mole

Atoms and positions in Å:
1 C -1.08117 0.77637 1.41305
2 C -0.05210 -0.08652 0.80191
3 C -0.51004 -1.03326 -0.05716
4 C 0.30186 0.10084 -0.59761
5 C 1.49311 -0.00883 -1.31047
6 F 2.24185 1.04221 -1.19795
7 H -2.16773 0.53052 0.87662
8 H -0.88242 1.89828 1.12994
9 H -1.14670 0.54906 2.54364
10 H 0.63342 -0.49176 1.72412
11 H -1.54887 -0.87872 -0.69960
12 H -0.30054 -2.07666 -0.24158
13 H -0.43972 0.88548 -0.95828
14 H 2.07879 -0.96124 -1.08495
15 H 1.38026 -0.24577 -2.34168



15.
Density functional theory data (ωB97M-V with the def2-TZVPD basis set) for a cluster of 2 separate species, C5H9F2NO in total at a distorted geometry.

- E_LUMO: 0.80 eV
- Charge: 0
- Structure (SMILES): O/N=C/CF.C=C(C)F
- Orbital gap: 10.61 eV
- Electronic energy: -525.502036 a.u.
- Energy above the lowest of the compared OMol25 structures with the same formula, charge and spin: 58.31 kcal per mole

Atoms and positions in Å:
1 O 0.34071 2.63805 0.54404
2 N 1.20282 2.27974 -0.48046
3 C 1.91168 1.22480 -0.22763
4 C 2.96970 0.77548 -1.19013
5 F 3.20711 -0.56825 -1.11371
6 H -0.14131 1.93774 1.05205
7 H 1.64461 0.54666 0.63148
8 H 2.75277 1.17585 -2.13755
9 H 3.87132 1.21618 -0.80168
10 C -2.64763 0.00977 0.32683
11 C -1.73409 -0.92796 0.48459
12 C -1.69581 -2.36249 0.53740
13 F -0.49352 -0.44132 0.75314
14 H -2.47961 1.00283 0.18881
15 H -3.63938 -0.10894 -0.05795
16 H -1.75037 -2.81590 1.57561
17 H -2.49721 -2.87646 0.04931
18 H -0.82179 -2.70576 -0.13414